Formula: C25H56F18N3OP3
Source: the Open Molecules 2025 dataset
Level of theory: ωB97M-V/def2-TZVPD

Geometry as ORCA input:
```
! RIJCOSX wB97M-V def2-TZVPD def2/J DEFGRID3
* xyz 0 1
F -0.61 -1.91 -0.70
H 0.87 3.90 2.34
F 3.03 1.88 -4.64
C 0.20 -3.96 1.78
P -1.65 -2.39 -1.86
H -1.31 -0.95 2.80
F 2.03 3.11 -7.52
H 3.33 -4.79 -1.11
C 2.30 0.64 0.98
H 2.77 1.53 1.40
H 2.61 -6.24 6.36
F -3.05 -2.07 -1.06
C -5.95 4.72 2.56
C -0.28 4.55 0.70
F 4.77 5.16 -1.32
C 3.34 -6.76 5.75
H 0.16 -6.15 0.70
H -6.63 5.19 1.85
N 1.57 -4.53 1.28
F -1.71 -0.77 -2.37
H -1.84 -2.57 3.22
H 2.33 -4.00 -2.01
H -2.95 1.19 -2.19
C -0.16 3.74 2.03
H -5.08 4.37 -2.32
H -4.44 1.11 -3.05
C -1.74 4.70 0.14
H -5.36 2.80 1.70
H 3.14 0.97 -1.45
C -5.01 3.83 1.69
H -0.02 5.61 0.74
F 4.78 3.13 -2.55
F -0.37 -2.63 -2.88
H 1.55 -4.96 4.17
H -0.15 -4.76 2.43
C -4.05 4.12 -2.07
H 4.32 -6.81 6.23
N -3.93 3.48 -0.68
C -3.46 3.09 -3.08
C -4.93 4.31 0.20
H 2.02 2.04 -1.87
H -3.46 5.04 -2.12
P 2.41 2.42 -6.03
H -2.38 3.16 -3.20
H -2.59 2.88 0.91
C -4.49 2.04 -0.98
C 2.33 -4.39 -1.00
F 6.25 3.37 -0.73
C 2.64 -4.72 2.38
C -1.22 -2.00 2.52
F 2.03 0.93 -6.44
H -4.14 1.43 -0.16
H -4.08 3.88 2.27
F 3.85 1.98 -6.85
F 4.57 1.89 -0.81
H 1.55 -6.37 3.27
C 1.51 1.09 -0.19
H 0.93 -2.01 1.94
H -2.36 5.28 0.83
F -2.53 -2.82 -3.04
C 1.23 -5.47 -0.92
H 3.05 -7.81 5.74
H 4.16 -5.23 4.41
H 3.53 -5.07 1.85
C 1.19 -5.85 0.50
C -2.41 3.35 -0.06
H -0.44 -3.84 0.91
O 0.31 1.44 -0.24
H -4.52 5.32 0.13
F 2.98 3.63 -1.18
F 1.00 2.77 -5.28
H 1.28 -0.92 -2.06
C 3.47 -6.08 4.38
H -0.29 2.67 1.92
H -3.86 3.27 -4.08
P 4.59 3.53 -1.00
H 1.41 -6.39 -1.48
H 4.05 -6.72 3.71
H -6.54 4.11 3.25
H 0.71 -2.75 3.45
C 2.11 -3.49 0.20
H 0.36 0.44 -2.65
H 1.81 -6.73 0.66
H 0.35 4.17 -0.10
C 2.24 -5.58 3.59
H 1.94 -0.27 -3.38
H 2.85 -2.78 0.57
H 1.27 -2.87 -0.11
H -5.80 4.18 -0.43
H 1.54 0.47 1.74
F 3.22 3.82 -5.53
N 2.14 1.10 -1.54
F 4.48 3.73 0.65
C 0.21 -2.60 2.49
H 3.03 -0.14 0.77
C -3.85 1.77 -2.41
H -0.85 4.09 2.80
H -5.57 1.93 -1.05
F -1.61 -3.95 -1.23
H -5.34 5.47 3.05
H -1.70 5.31 -0.76
H -1.77 -1.99 1.58
H 0.35 -5.00 -1.36
C 1.37 0.06 -2.51
H 2.84 -3.73 2.80
H -1.80 2.65 -0.64
*
```

- total energy (eV) = -110145.31112
- E_LUMO (eV) = -0.562
- orbital gap (hartree) = 0.3192

Atomic partial charges in e from the Mulliken method, atoms 1 to 8:
1 F -0.444
2 H 0.377
3 F -0.372
4 C -1.232
5 P 1.444
6 H 0.385
7 F -0.366
8 H 0.413